{"formula": "C3H5N5", "method": "wB97M-V/def2-TZVPD", "symbols": ["C", "C", "N", "N", "N", "N", "C", "N", "H", "H", "H", "H", "H"], "coordinates": [[-0.0482, 1.8953, 1.2276], [0.2320, 1.2504, -0.1420], [-0.2302, -0.0870, 0.1447], [0.2592, -1.2464, -0.3751], [0.2983, -2.1424, 0.5876], [-0.2887, -1.5853, 1.6817], [-0.3378, -0.2440, 1.4660], [-0.2450, 0.8314, 2.2203], [0.7455, 2.6026, 1.5780], [-0.9659, 2.4874, 1.1619], [-0.3228, 1.7617, -0.9272], [1.2906, 1.2870, -0.3348], [-0.0778, -1.9426, 2.5826]], "multiplicity": 1, "homo_lumo_gap_ev": 9.35, "charge": 0, "smiles": "C1CN2N=NNC2=N1", "energy_ev": -10640.026, "molar_mass_g_mol": 111.1}



{"formula": "C3H5N5", "method": "wB97M-V/def2-TZVPD", "symbols": ["H", "N", "C", "N", "C", "N", "N", "C", "N", "H", "H", "H", "H"], "coordinates": [[3.3868, -1.1935, -0.0626], [3.1132, -0.2508, -0.0895], [1.8824, -0.0747, -0.0604], [1.3452, 1.2733, -0.1615], [0.0905, 1.2161, 0.1024], [-0.3796, -0.1788, 0.2009], [-1.5678, -0.6897, -0.2437], [-2.5840, 0.0554, -0.0837], [0.7805, -0.9491, -0.0351], [-0.6713, 1.9087, -0.1884], [-2.5150, 0.9459, 0.4263], [-3.5934, -0.2741, -0.2884], [0.7124, -1.7887, 0.4836]], "multiplicity": 1, "homo_lumo_gap_ev": 8.68, "charge": 0, "smiles": "[H]/N=c1/ncn(N=C)[nH]1", "energy_ev": -10639.247, "molar_mass_g_mol": 111.1}



{"formula": "C3H5N5O", "method": "wB97M-V/def2-TZVPD", "symbols": ["H", "N", "C", "N", "N", "O", "N", "C", "C", "N", "H", "H", "H", "H"], "coordinates": [[-0.8797, -0.5861, 3.3221], [0.0646, -1.0296, 3.2389], [0.4101, -0.9598, 2.0172], [-0.3078, -0.4454, 1.0109], [0.2997, -0.0333, -0.1271], [0.7367, 1.2906, -0.1063], [0.5432, 1.8665, -1.3681], [-0.0596, 0.9854, -2.0964], [-0.3948, -0.2544, -1.3082], [-1.0764, -1.2389, -1.7277], [-1.1301, -1.9532, -1.0517], [1.3544, -1.3766, 1.6938], [-1.2329, -0.0774, 1.1300], [-0.4035, 1.2059, -3.1068]], "multiplicity": 1, "homo_lumo_gap_ev": 9.77, "charge": 0, "smiles": "[H]/N=C\\Nn1onc/c1=N/[H]", "energy_ev": -12685.516, "molar_mass_g_mol": 127.1}



{"formula": "C3H5N6", "method": "wB97M-V/def2-TZVPD", "symbols": ["C", "C", "C", "N", "N", "N", "N", "N", "N", "H", "H", "H", "H", "H"], "coordinates": [[0.4508, 0.3921, 0.6743], [-0.4130, 2.0549, 1.3873], [1.1424, -0.8951, 0.5107], [0.2110, 1.2724, -0.3172], [-0.5114, 2.3477, 0.1666], [-1.7806, 2.7313, -3.3160], [-2.0836, 1.2837, -1.5754], [-1.9526, 1.9960, -2.4313], [0.0754, 0.9371, 1.8733], [2.1384, -0.7431, 0.2017], [1.1244, -1.5518, 1.4452], [0.7190, -1.4153, -0.3001], [-0.9086, 3.1528, -3.5592], [-0.0782, 0.4404, 2.7588]], "multiplicity": 1, "homo_lumo_gap_ev": [7.03, 4.27], "charge": 1, "energy_ev": -12117.425, "molar_mass_g_mol": 125.1}



{"formula": "C3H5N6", "method": "wB97M-V/def2-TZVPD", "symbols": ["C", "N", "N", "N", "C", "N", "N", "C", "N", "H", "H", "H", "H", "H"], "coordinates": [[0.1173, -2.0440, -0.5728], [0.0220, -1.0915, -1.4038], [0.3436, 0.0729, -0.8548], [0.3785, 1.2488, -1.4786], [-0.0852, 2.1384, -0.6881], [-0.5240, 1.5993, 0.4996], [-0.2217, 0.2894, 0.4495], [-0.2131, -0.7754, 1.2145], [0.7097, -1.6899, 0.6984], [-0.2293, -3.0381, -0.7857], [-0.1213, 3.1888, -0.9001], [-0.8035, 2.0621, 1.3525], [-0.8130, -0.9477, 2.0882], [1.4400, -1.0130, 0.3812]], "multiplicity": 1, "homo_lumo_gap_ev": 9.21, "charge": 1, "smiles": "C1=NN2N=CN[N+]2=CN1", "energy_ev": -12120.270, "molar_mass_g_mol": 125.1}



{"formula": "C3H5N6", "method": "wB97M-V/def2-TZVPD", "symbols": ["H", "N", "C", "N", "C", "N", "N", "C", "N", "N", "H", "H", "H", "H"], "coordinates": [[1.3228, 1.3001, -2.4576], [0.7163, 0.6000, -2.8785], [0.2889, -0.4846, -2.4719], [0.5013, -1.3289, -1.3604], [0.3057, -1.4408, -0.1323], [-0.2217, -0.4928, 0.7307], [0.1410, -0.5800, 1.9698], [-0.3615, 0.5364, 2.4759], [-0.9019, 1.2893, 1.4875], [-0.8305, 0.6078, 0.3697], [-0.4568, -0.9982, -3.0383], [0.8665, -2.1856, 0.4563], [-0.1794, 0.9288, 3.4076], [-1.1908, 2.2485, 1.4416]], "multiplicity": 1, "homo_lumo_gap_ev": 7.58, "charge": 1, "smiles": "[H]/N=C\\N=C/[n+]1nc[nH]n1", "energy_ev": -12121.665, "molar_mass_g_mol": 125.1}



{"formula": "C3H5NO", "method": "wB97M-V/def2-TZVPD", "symbols": ["C", "C", "C", "N", "O", "H", "H", "H", "H", "H"], "coordinates": [[-0.4939, -1.3713, -0.3556], [1.0534, 0.3294, 0.3800], [-0.3717, -0.1703, 0.2953], [-0.6690, -2.3900, -0.8569], [-1.3993, 0.4991, 0.8232], [1.7008, -0.1601, -0.2350], [1.1189, 1.4184, 0.3750], [1.5216, 0.2118, 1.4818], [-0.2403, 1.1949, -2.2773], [-2.2205, 0.4380, 0.3697]], "multiplicity": 1, "homo_lumo_gap_ev": [7.72, 10.79], "charge": 0, "energy_ev": -6724.503, "molar_mass_g_mol": 71.1}



{"formula": "C3H5NO", "method": "wB97M-V/def2-TZVPD", "symbols": ["O", "C", "N", "C", "C", "H", "H", "H", "H", "H"], "coordinates": [[2.5968, 0.2641, 0.3402], [1.4916, 0.0313, -0.0398], [0.2450, -0.2276, 0.8381], [-0.8576, 0.6774, 0.3998], [-0.7434, -0.7061, -0.0968], [0.9949, -0.2025, -1.1504], [-1.5701, 1.0491, 1.1436], [-0.5549, 1.4294, -0.3311], [-0.2720, -0.7059, -1.1601], [-1.3303, -1.6091, 0.0564]], "multiplicity": 1, "homo_lumo_gap_ev": 11.11, "charge": 0, "smiles": "O=CN1CC1", "energy_ev": -6726.966, "molar_mass_g_mol": 71.1}



{"formula": "C3H5NO", "method": "wB97M-V/def2-TZVPD", "symbols": ["C", "C", "N", "C", "O", "H", "H", "H", "H", "H"], "coordinates": [[0.1877, -0.0227, -0.1609], [-0.9303, 0.3224, 0.7918], [-0.0964, -1.0369, -1.1408], [1.4599, 0.2441, 0.2085], [2.6012, 0.3944, 0.4028], [0.7340, -1.2598, -1.6950], [-0.3000, 0.1441, -1.4789], [-0.7889, 1.3103, 1.2369], [-1.8779, 0.3289, 0.2485], [-0.9891, -0.4247, 1.5872]], "multiplicity": 1, "homo_lumo_gap_ev": 8.37, "charge": 0, "energy_ev": -6725.944, "molar_mass_g_mol": 71.1}



{"formula": "C3H5NO", "method": "wB97M-V/def2-TZVPD", "symbols": ["O", "C", "N", "C", "C", "H", "H", "H", "H", "H"], "coordinates": [[2.7335, 0.2541, 0.3980], [1.6869, 0.1160, -0.0491], [0.1068, -0.2638, 0.9548], [-0.8976, 0.7003, 0.4186], [-0.7834, -0.7065, 0.0998], [0.7068, -0.3102, -1.3220], [-1.6129, 1.0966, 1.1364], [-0.5443, 1.4117, -0.3374], [-0.0891, -0.6505, -1.2921], [-1.3067, -1.6477, -0.0071]], "multiplicity": 1, "homo_lumo_gap_ev": 11.04, "charge": 0, "energy_ev": -6724.645, "molar_mass_g_mol": 71.1}